{"formula": "C20H48BNO18Si2", "method": "ωB97M-V/def2-TZVPD", "e_tot_ha": -2803.9817, "homo_energy_ha": -0.334, "molar_mass_g_mol": 657.6, "lumo_energy_ev": 0.133, "species": ["N", "C", "C", "C", "C", "Si", "C", "B", "O", "O", "O", "Si", "H", "H", "H", "H", "H", "H", "H", "H", "H", "H", "H", "H", "H", "H", "H", "H", "H", "H", "C", "O", "C", "O", "O", "C", "H", "H", "H", "H", "H", "H", "C", "O", "C", "O", "O", "C", "H", "H", "H", "H", "H", "H", "C", "O", "C", "O", "O", "C", "H", "H", "H", "H", "H", "H", "C", "O", "C", "O", "O", "C", "H", "H", "H", "H", "H", "H", "C", "O", "C", "O", "O", "C", "H", "H", "H", "H", "H", "H"], "positions_angstrom": [[-0.707310, -3.393254, 1.506822], [-0.927061, -2.017077, 1.078248], [-1.863070, -1.813628, -0.137388], [-3.161879, -2.606511, 0.057915], [-4.261493, -2.312423, -0.997349], [-6.014345, -2.150546, -0.302086], [-6.090751, -0.878600, 1.110638], [-5.370456, 0.461641, 0.675673], [-6.083187, 1.564191, 0.193914], [-3.971323, 0.616009, 0.743826], [-6.740537, -3.633638, 0.095503], [-6.194827, -4.435811, 1.481237], [-0.294481, -3.959168, 0.783388], [-1.531520, -3.820289, 1.893388], [0.059371, -1.617981, 0.829918], [-1.294552, -1.461443, 1.943391], [-1.347732, -2.041749, -1.071239], [-2.122505, -0.750505, -0.148941], [-2.926054, -3.669068, 0.083092], [-3.568407, -2.366485, 1.050243], [-4.302934, -3.151610, -1.701672], [-4.066750, -1.410866, -1.585586], [-6.837402, -1.582038, -1.393036], [-5.572795, -1.249659, 1.999196], [-7.144950, -0.671804, 1.301477], [-5.668250, 2.324781, 0.604231], [-3.693201, 0.396214, 1.635770], [-6.979514, -5.643793, 1.764003], [-6.148285, -3.545357, 2.661141], [-4.800447, -4.871002, 1.231472], [2.223976, -3.291802, -5.224218], [1.062776, -3.948459, -5.733869], [0.115278, -4.156562, -4.822476], [0.169278, -3.843081, -3.664804], [-0.906437, -4.765009, -5.420899], [-1.999674, -5.045292, -4.548911], [2.912048, -3.183157, -6.057844], [1.970321, -2.305833, -4.838611], [2.695039, -3.890710, -4.446709], [-2.401158, -4.123711, -4.129873], [-1.695212, -5.721148, -3.751354], [-2.766894, -5.527460, -5.148175], [6.296649, -1.864415, 2.173617], [5.162434, -2.605817, 1.727556], [4.266448, -2.849535, 2.685442], [4.353657, -2.506127, 3.832145], [3.261384, -3.533522, 2.145534], [2.214345, -3.856705, 3.065590], [6.943748, -1.733895, 1.310223], [5.994790, -0.886754, 2.546463], [6.835824, -2.411595, 2.945171], [1.764785, -2.951735, 3.467446], [2.591815, -4.485346, 3.871898], [1.459325, -4.400999, 2.513311], [0.953461, 3.485305, -2.687880], [-0.273249, 2.948354, -3.182026], [-1.211954, 2.774654, -2.252283], [-1.099750, 3.014785, -1.078946], [-2.290698, 2.279038, -2.846510], [-3.387353, 2.034730, -1.957474], [1.622261, 3.570652, -3.539668], [0.796536, 4.474234, -2.259308], [1.397614, 2.817396, -1.950221], [-3.724803, 2.961848, -1.497357], [-3.110435, 1.315803, -1.197382], [-4.195598, 1.625716, -2.559246], [0.334290, 4.667157, 0.961803], [1.199225, 5.328442, 1.894777], [1.688955, 6.485148, 1.455496], [1.468418, 6.986371, 0.387556], [2.474302, 6.990336, 2.408308], [3.076380, 8.238614, 2.063426], [0.009242, 3.743628, 1.430423], [-0.537908, 5.278316, 0.740579], [0.866969, 4.426749, 0.047682], [2.315519, 8.995715, 1.882225], [3.714968, 8.128970, 1.188695], [3.683391, 8.538341, 2.913326], [6.343217, 1.539891, -0.097653], [6.156953, 2.743573, 0.645270], [5.115000, 2.709735, 1.477846], [4.367491, 1.782499, 1.629423], [5.050733, 3.880526, 2.104905], [3.969672, 3.985950, 3.038135], [7.212830, 1.694557, -0.730491], [6.531194, 0.700385, 0.569863], [5.476435, 1.335086, -0.723990], [4.070655, 3.243193, 3.828474], [3.014926, 3.875791, 2.534309], [4.023214, 4.978651, 3.474073]], "atomic_forces_ev_per_a": [[0.23, 0.36, 0.33], [0.28, -0.29, -0.57], [-0.28, 0.18, 0.99], [-0.06, 0.52, -0.38], [-0.27, -0.81, 0.49], [-0.30, 0.12, -0.50], [0.42, 0.21, -0.71], [-0.14, 0.32, -0.42], [0.18, -1.21, 0.65], [-1.08, 0.32, 0.64], [1.05, 0.50, 1.21], [0.10, 0.06, -0.87], [-0.16, -0.17, -0.16], [-0.15, -0.21, -0.17], [-0.06, 0.20, 0.09], [-0.09, 0.06, -0.03], [-0.10, -0.24, -0.05], [0.08, -0.02, -0.23], [-0.16, -0.07, -0.08], [0.25, 0.02, 0.11], [0.01, 0.19, -0.17], [0.09, 0.04, 0.11], [-0.09, -0.10, 0.03], [-0.19, -0.12, 0.06], [0.03, -0.15, 0.22], [0.24, 0.57, -0.46], [0.51, -0.42, 0.00], [-0.25, 0.07, -0.06], [-0.18, 0.02, -0.03], [-0.01, -0.01, 0.03], [0.27, 0.11, -0.03], [0.05, -0.01, -0.04], [0.00, 0.01, -0.28], [0.01, 0.05, 0.27], [-0.05, -0.07, -0.03], [-0.32, -0.10, 0.08], [-0.11, -0.07, -0.08], [-0.03, -0.06, 0.09], [-0.08, 0.05, 0.07], [0.08, -0.02, 0.08], [0.05, 0.10, 0.05], [0.11, 0.02, -0.13], [0.21, 0.13, -0.02], [0.09, 0.01, -0.07], [-0.12, -0.03, -0.24], [0.06, 0.04, 0.23], [-0.02, -0.05, -0.03], [-0.14, -0.20, 0.19], [-0.09, -0.10, -0.09], [-0.05, -0.04, 0.10], [-0.06, 0.04, 0.07], [0.06, 0.00, 0.05], [0.09, 0.14, 0.04], [0.06, 0.07, -0.16], [0.24, 0.09, -0.02], [0.04, 0.03, 0.00], [-0.05, -0.17, -0.28], [0.07, 0.10, 0.19], [-0.11, 0.03, -0.04], [-0.25, -0.09, -0.13], [-0.11, -0.06, -0.08], [-0.02, -0.04, 0.07], [-0.07, 0.04, 0.06], [0.10, 0.00, 0.07], [0.10, 0.07, 0.12], [0.11, 0.05, -0.14], [-0.19, -0.25, -0.03], [-0.08, 0.05, 0.02], [0.01, -0.18, 0.20], [-0.03, 0.12, -0.21], [0.04, 0.04, 0.07], [0.17, 0.22, 0.05], [0.10, 0.04, 0.11], [0.08, 0.06, -0.08], [-0.01, 0.09, -0.02], [-0.01, -0.04, -0.10], [-0.09, 0.01, -0.06], [-0.05, -0.13, 0.06], [0.14, -0.13, -0.19], [0.08, -0.01, -0.06], [0.12, 0.29, 0.03], [-0.13, -0.23, 0.01], [0.03, 0.03, 0.01], [-0.11, 0.06, 0.29], [0.01, 0.14, 0.06], [-0.12, 0.00, -0.01], [-0.04, -0.06, 0.10], [-0.01, -0.08, -0.10], [0.00, -0.10, 0.01], [0.12, 0.04, -0.13]]}